--- P ---
14
Properties=species:S:1:pos:R:3 method="wB97M-V/def2-TZVPD" gap_ev=8.954 mol_weight_g_mol=117.18 multiplicity=1 smiles="C1=NNSC1.C=N" e_homo_ev=-8.37 total_charge=0 e_lumo_ev=0.588
C 0.90 -1.29 0.17
N 0.78 -0.40 1.06
N 1.02 0.83 0.65
S 2.10 0.84 -0.79
C 1.57 -0.79 -1.18
H 0.63 -2.31 0.43
H 1.29 1.40 1.37
H 2.49 -1.39 -1.36
H 0.78 -0.79 -1.94
C -2.53 1.09 0.36
N -2.38 -0.12 0.10
H -3.60 1.42 0.36
H -1.78 1.81 0.61
H -1.27 -0.29 0.15

---

--- Q ---
14
Properties=species:S:1:pos:R:3 method="wB97M-V/def2-TZVPD" gap_ev=9.157 mol_weight_g_mol=117.18 multiplicity=1 smiles="NNC1=NCCS1" e_homo_ev=-8.42 total_charge=0 e_lumo_ev=0.738
N 2.78 -0.43 -0.05
N 1.91 0.71 0.10
C 0.58 0.49 -0.08
N -0.41 1.32 -0.05
C -1.73 0.68 -0.17
C -1.59 -0.81 0.20
S 0.00 -1.28 -0.11
H 2.73 -0.82 -0.95
H 2.49 -1.23 0.55
H 2.14 1.75 0.40
H -2.32 0.92 -1.05
H -2.38 1.21 0.50
H -2.12 -1.38 -0.43
H -2.09 -1.12 1.15

---

Which is more stable than every other structure shown? Q is more stable than every other one.